Below is a 12-piece molecular cluster, C32H90N2O24 overall, with properties calculated with ωB97M-V with the def2-TZVPD basis set.

For the calculated total energy, the calculation gives -3187.95892 a.u. Its total charge is -1. The LUMO energy (spin up / spin down) is 2.00 / 1.99 eV. The spin multiplicity is 2. The value obtained for the strongest force on any atom is 0.0804 hartree/bohr. As for the HOMO-LUMO gap (spin up / spin down): 1.6 / 9.3 eV. The value obtained for the highest occupied orbital energy (spin up / spin down) is 0.4 / -7.3 eV.

```
148
Properties=species:S:1:pos:R:3:forces:R:3
O 16.114900 -7.035820 -1.343670 0.49 1.04 -1.31
O 15.737940 -13.167130 7.144780 -0.31 1.01 0.78
O 14.242570 -7.493430 4.793580 0.84 -0.14 1.63
O 7.717590 -17.084110 5.823070 -0.26 -2.67 0.58
O 22.672010 -10.476150 6.673250 0.37 -0.45 -0.13
O 19.185000 -13.535360 3.393270 0.86 1.16 -0.04
O 19.085120 -6.754300 -0.527960 -0.88 1.33 0.07
O 21.147180 -11.514850 8.892840 -0.92 0.04 0.69
O 15.191790 -7.657150 11.075060 -1.32 0.85 2.79
O 15.332820 -2.941220 6.232230 0.94 0.53 1.13
O 16.638630 -10.504370 5.094070 1.09 0.46 -0.15
O 20.922760 -10.840220 0.958260 -1.54 0.34 0.69
O 21.624870 -6.547800 4.234670 0.23 1.80 -0.16
O 17.210890 -6.449810 1.470060 1.39 1.54 1.34
O 12.581140 -12.745070 3.888320 0.74 -1.14 2.23
O 17.927650 -4.622980 4.373080 2.03 0.66 -0.68
O 15.994060 -15.351090 8.875760 0.90 0.05 -0.34
O 22.698080 -3.708030 4.924460 1.35 0.43 0.86
O 19.937050 -8.718410 9.091390 0.20 -0.63 0.15
O 21.419280 -6.096220 1.411610 -0.25 -0.50 -1.12
O 17.262270 -7.902900 4.384670 0.04 0.45 -1.35
O 17.767500 -11.684340 -0.739270 0.07 -0.91 -0.06
O 21.498510 -9.619240 3.845740 -1.00 1.26 -0.69
O 17.535140 -15.662890 2.493610 -0.53 1.18 1.05
N 15.199360 -7.260760 8.319980 -1.04 -0.72 0.65
N 9.221680 -14.352180 4.075080 1.86 0.89 1.10
C 13.815520 -12.694010 4.683570 -0.22 0.39 -1.46
C 13.720850 -7.351150 6.114140 0.25 0.02 1.50
C 20.167180 -7.515600 -0.136890 2.28 -1.96 -2.51
C 21.096740 -5.537370 5.140930 0.49 -0.08 1.14
C 16.248530 -8.045370 9.041750 1.41 1.48 -1.02
C 17.513310 -10.321500 3.943760 -1.00 0.58 0.59
C 9.205790 -15.673710 4.801080 -0.40 2.18 -2.92
C 7.795500 -18.327580 4.997820 -1.44 1.49 0.71
C 15.535750 -6.851490 -0.102090 -0.64 -1.54 1.61
C 19.965190 -9.512370 7.886640 1.67 1.33 -0.29
C 20.679460 -7.315360 1.205970 -0.36 0.70 2.22
C 17.439900 -4.224160 5.602950 -4.13 -0.04 -0.27
C 11.647560 -13.619580 4.540560 -1.56 0.70 -2.07
C 18.147820 -8.955290 3.975070 -0.36 0.46 2.00
C 14.818960 -14.586740 8.787490 -0.31 -0.66 1.05
C 13.698190 -6.615300 3.861680 0.40 -1.04 -1.48
C 19.992070 -11.591910 0.148450 1.46 0.05 -1.52
C 16.466520 -7.588340 10.447570 -1.20 0.28 2.03
C 14.621390 -8.075500 7.234250 1.95 0.22 -2.33
C 22.712490 -10.116510 4.299190 -0.09 -1.30 0.42
C 19.239260 -14.805160 4.003640 -1.86 1.30 0.81
C 20.117990 -11.002730 8.064900 -1.61 -0.25 -1.15
C 15.968860 -3.772840 5.260620 -1.90 -0.02 0.05
C 7.763450 -15.832440 5.199850 1.08 -1.42 -0.13
C 14.977660 -13.158820 8.393950 0.37 -1.25 -1.99
C 15.167230 -7.079580 12.458480 1.68 -1.24 -1.08
C 16.470040 -7.486220 1.010460 -2.89 0.02 -0.74
C 22.422930 -11.105670 5.411020 0.35 0.17 0.41
C 21.372890 -4.050760 4.761000 -1.53 -2.02 -1.95
C 10.539270 -13.944590 3.468290 -0.81 -0.98 0.49
C 18.560420 -11.089140 0.256030 1.04 0.78 0.42
C 18.842550 -15.841400 3.058520 0.38 -2.30 -2.57
H 23.234420 -4.474760 4.709850 0.13 -0.05 -0.12
H 16.823830 -10.371200 3.101000 0.47 -0.40 -0.54
H 16.611680 -13.541090 7.280160 0.17 -0.18 0.32
H 16.073080 -6.141940 -1.691300 0.45 -0.26 -0.89
H 21.162720 -3.974580 3.694170 -0.59 0.37 -0.22
H 18.640650 -8.784440 3.017970 -0.28 0.49 -0.04
H 19.084720 -11.290290 8.259230 0.12 -0.91 1.77
H 11.132600 -13.090080 5.342140 0.07 0.05 0.30
H 13.969860 -13.021060 8.002220 -0.11 1.27 0.53
H 15.835260 -16.028290 9.537410 0.21 -0.08 -0.08
H 18.850520 -16.858440 3.450520 0.38 0.03 0.53
H 16.438450 -11.436900 5.203210 0.06 -0.18 0.05
H 14.414530 -7.516960 13.114400 -0.48 0.13 -0.75
H 19.781770 -7.171000 1.807130 -0.30 -0.47 0.43
H 16.833840 -6.589810 10.684460 0.13 0.59 -1.27
H 15.249930 -5.996900 12.553720 -0.74 0.23 -0.75
H 15.829740 -7.836660 1.819980 0.16 -0.27 0.17
H 23.023410 -11.160990 7.246940 0.04 -0.08 0.14
H 15.305850 -4.629460 5.139370 0.44 -0.82 0.32
H 16.099720 -7.367540 12.943900 0.33 -0.43 0.02
H 20.719470 -3.381220 5.320340 0.12 -0.13 0.09
H 15.283360 -12.503030 9.209180 0.31 0.30 -0.46
H 14.016620 -7.026060 2.903560 -0.52 -0.57 -0.27
H 15.362310 -5.806650 0.155480 0.65 0.27 0.15
H 14.389300 -11.955540 4.123620 0.36 -0.15 0.26
H 21.227930 -8.166160 1.610230 0.09 -0.13 -0.32
H 18.266530 -11.231120 1.296010 -0.67 -0.11 0.00
H 18.461040 -14.810520 4.766810 0.07 -0.04 0.64
H 9.565480 -16.356580 4.031400 -0.21 -0.97 0.28
H 20.040680 -8.564560 -0.404820 -0.65 -0.16 0.68
H 20.855640 -9.230020 7.324960 0.01 0.60 0.06
H 20.159640 -11.518330 7.105460 0.59 0.55 -0.56
H 14.412440 -9.095000 7.558370 -1.15 0.01 0.06
H 21.402840 -6.047930 2.370260 0.41 0.35 0.57
H 14.195830 -5.658740 3.702130 -0.43 0.67 1.25
H 18.894510 -8.922950 4.768480 0.64 -0.53 -0.23
H 20.210210 -14.886960 4.492170 0.04 -0.44 -0.34
H 19.562940 -5.922860 -0.572610 -0.80 0.87 -0.29
H 20.135030 -12.669030 0.234780 -0.40 -0.11 0.72
H 21.208820 -10.160510 3.107700 -0.31 -0.10 -0.37
H 21.209950 -7.406430 4.345110 -0.22 -0.24 0.24
H 17.885270 -3.385260 6.137740 0.87 -0.22 -0.55
H 19.104360 -9.136530 7.333630 -0.25 -1.00 -0.42
H 18.597390 -10.025010 0.022890 0.02 0.27 0.48
H 23.188710 -10.736840 3.539920 0.37 0.48 -0.49
H 14.424610 -7.176420 8.962440 0.11 0.42 0.66
H 12.666860 -7.628420 6.095870 -0.12 -0.70 0.17
H 23.331920 -9.279740 4.622020 0.17 -0.25 0.05
H 17.525110 -5.429790 4.043500 -0.19 -0.43 0.24
H 14.156140 -14.981950 8.017690 -0.18 -0.58 0.24
H 14.328720 -13.654880 4.721560 -0.06 -0.17 -0.40
H 16.243770 -9.128260 8.917570 -0.78 -0.22 0.33
H 20.303710 -11.410740 -0.880220 -0.15 0.06 -0.40
H 7.555600 -15.025100 5.902070 -0.34 -0.33 0.23
H 20.924260 -7.284230 -0.886150 0.84 0.14 0.09
H 12.082160 -14.539930 4.930650 0.35 0.00 -0.09
H 21.674310 -5.541140 6.065320 0.11 -0.79 0.42
H 17.133890 -8.280670 0.669500 -0.42 -0.35 -0.52
H 10.361200 -13.149850 2.743870 0.04 0.71 0.70
H 17.266040 -5.084520 6.249210 0.59 0.06 0.51
H 13.660880 -6.310140 6.431610 0.47 0.44 -0.16
H 15.541960 -8.279130 6.687290 -0.03 -0.25 -0.70
H 14.417630 -14.626740 9.800130 -0.99 0.16 -0.12
H 9.842850 -15.789420 5.677940 -0.01 0.65 -0.03
H 21.389700 -11.447890 5.352640 -0.21 0.27 -0.12
H 8.743080 -18.848820 4.861770 0.40 0.63 0.53
H 14.502540 -7.190700 -0.176280 -0.19 -0.92 0.50
H 17.221100 -7.785290 8.623940 0.15 0.03 -0.74
H 12.611270 -6.665530 3.926280 -0.12 0.73 -0.14
H 16.839270 -11.469650 -0.621390 0.06 0.13 0.20
H 17.398380 -16.070960 1.635490 0.59 -0.15 0.00
H 16.709280 -8.212990 5.105530 -0.14 -0.36 -0.07
H 17.756840 -6.241480 0.708380 0.79 0.32 -0.01
H 22.993920 -12.020830 5.254300 0.49 0.02 0.39
H 10.814040 -14.729250 2.763360 0.81 -0.57 0.23
H 17.172400 -8.164090 11.046180 0.20 -0.87 -0.42
H 21.904280 -10.925550 8.926340 -0.24 0.40 -0.23
H 18.389860 -10.969340 3.935360 -0.43 -0.78 -0.23
H 7.380120 -18.179890 4.000960 -0.01 0.41 -0.15
H 18.546210 -13.478470 2.678910 -0.28 -0.53 0.03
H 8.527200 -14.336730 3.341900 -0.05 -0.32 0.08
H 7.002320 -15.854410 4.419920 0.24 0.54 -0.56
H 20.075770 -5.805700 5.412470 -0.15 0.53 -0.36
H 13.781530 -12.381250 5.727180 -0.89 0.32 0.00
H 21.831350 -11.136910 0.868620 0.13 -0.52 -0.35
H 15.782140 -3.312850 4.290230 1.28 0.45 -0.34
H 7.084880 -18.977510 5.508430 0.27 -0.21 0.02
H 19.542110 -15.817550 2.222970 0.34 -0.13 -0.10
H 19.754020 -9.322380 9.814800 -0.02 -0.02 0.24
H 14.388840 -2.815070 6.111420 0.14 -0.38 -0.41
```
Positions in Å, forces in eV/Å.

Below is an isolated molecule of C6H8N2O2, with properties calculated with ωB97M-V with the def2-TZVPD basis set.

For the calculated total energy, the calculation gives -493.35249 a.u. The energy above the lowest of the compared OMol25 structures with the same formula, charge and spin is 247.8 kJ/mol. The LUMO energy is 0.52 eV. The value obtained for the strongest force on any atom is 0.0464 hartree/bohr. The SMILES is Oc1onc2c1CCNC2. As for the HOMO-LUMO gap: 9.4 eV. The value obtained for the highest occupied orbital energy is -8.9 eV.

```
18
Properties=species:S:1:pos:R:3:forces:R:3
O 0.795966 2.508091 1.254283 -1.30 0.29 -0.81
O -1.312908 2.934539 0.138901 0.31 1.10 0.43
N 1.642245 1.379226 1.343225 -0.08 -0.48 -0.21
N 0.712179 -1.738035 -0.516457 -0.16 1.80 -0.03
C 1.479564 -0.996436 0.516406 0.33 0.01 -0.10
C 1.049733 0.435730 0.657291 -1.12 0.45 -0.23
C -0.743876 -1.438642 -0.512283 0.46 -1.63 -0.12
C -0.987550 0.013554 -0.812796 0.42 0.63 0.24
C -0.196440 0.886404 0.105815 1.40 -1.92 0.19
C -0.268963 2.155675 0.485764 -0.45 -0.42 -0.17
H -1.893472 2.421064 -0.462513 0.66 0.36 0.61
H -2.038762 0.232564 -0.872945 -0.69 0.09 0.41
H 0.904574 -2.716144 -0.434354 -0.08 -0.38 0.07
H 1.344605 -1.460386 1.480648 -0.04 -0.20 0.68
H 2.557442 -1.007428 0.319080 -0.21 -0.23 -0.24
H -1.199843 -2.046060 -1.312543 0.24 0.20 0.20
H -1.225736 -1.803110 0.416319 0.06 0.56 -0.04
H -0.618759 0.239393 -1.793841 0.24 -0.21 -0.89
```
Positions in Å, forces in eV/Å.

Below is C44H52BrN4TeW as an isolated structure, with properties calculated with ωB97M-V with the def2-TZVPD basis set.

For the calculated total energy, the calculation gives -4835.46117 a.u. Its total charge is +1. The LUMO energy (spin up / spin down) is -4.85 / -4.84 eV. The value obtained for the strongest force on any atom is 0.0556 hartree/bohr. As for the HOMO-LUMO gap (spin up / spin down): 4.5 / 4.7 eV. The value obtained for the highest occupied orbital energy (spin up / spin down) is -9.4 / -9.5 eV.

```
103
Properties=species:S:1:pos:R:3:forces:R:3
W 0.802235 -0.670017 -0.466871 0.61 -0.04 2.08
Te -1.888965 0.682983 -1.032171 -1.18 0.90 -1.00
Br 3.263735 0.268883 -0.637271 -0.18 0.04 -0.21
N -0.750165 -1.663317 -1.360871 -1.22 0.07 -0.42
N 1.323235 -3.350517 -0.852771 -0.49 -1.52 0.55
N 0.561535 1.327383 0.147529 0.21 0.61 -0.44
N 1.425235 -0.493217 1.704429 0.76 0.93 0.55
C 1.781935 -2.292517 -1.866171 0.72 -0.79 -0.89
C 2.432635 0.022783 3.716729 0.19 -0.54 -0.03
C 3.273535 -2.675617 -1.651171 0.31 0.08 0.22
C -5.734465 3.163783 1.004029 0.02 0.05 0.05
C -3.435565 1.602183 -2.240871 -0.10 0.11 0.28
C -3.621365 2.687283 -0.033771 0.00 0.13 -0.19
C 2.827135 0.841083 4.897729 -0.24 0.02 0.08
C -1.808765 -1.305317 -2.182171 0.48 -0.22 -0.74
C 1.596735 1.887583 2.238929 -0.62 1.58 -1.93
C -4.247665 -2.156317 -2.411171 0.04 0.08 0.13
C 1.738435 0.536583 2.561329 -0.41 -2.49 -0.84
C 1.916535 4.741783 0.777229 0.15 0.04 0.03
C -4.155565 -2.162617 1.454929 0.00 -0.21 0.01
C -2.130565 2.699683 -0.099871 -0.08 0.10 0.04
C 5.310635 -3.564917 -2.777971 -0.08 0.12 0.00
C -4.241865 -3.528917 -3.093271 -0.05 0.16 0.03
C 1.792335 -1.763817 -4.341171 -0.02 -0.06 0.22
C 2.105735 -3.139417 5.140829 0.19 0.04 -0.04
C -3.553465 -3.227217 0.531329 0.08 0.17 0.18
C 2.619035 -1.322817 3.513129 0.17 0.46 0.16
C -6.398565 2.656083 -0.100771 -0.02 -0.08 -0.12
C 0.553435 1.881683 -1.107471 -0.64 -1.81 0.26
C -5.680365 2.129283 -1.162971 -0.04 -0.04 0.05
C 1.028735 3.203983 -1.084371 1.17 1.37 1.18
C -0.286265 -2.472017 0.766329 -0.28 -0.39 -0.43
C -4.350565 3.172483 1.041729 -0.08 -0.07 0.05
C 2.023535 -1.620117 2.244029 0.02 -0.93 -0.49
C 0.037035 0.866383 -1.997371 0.25 1.25 0.46
C 2.070435 -2.742217 1.435229 -0.26 1.31 0.70
C -4.294465 2.145283 -1.140971 0.05 0.22 0.11
C -2.969165 -1.995017 -1.663771 1.13 -0.26 0.41
C 2.644435 -3.676817 -1.078171 -0.59 1.33 -0.53
C 1.068535 -2.784117 0.417629 -0.12 0.40 -0.29
C -0.179665 4.780583 -2.620671 0.18 -0.04 -0.02
C -2.627865 -2.587517 -0.445271 -0.03 0.07 0.06
C 3.431335 4.821483 0.547929 -0.06 -0.02 0.04
C 1.283235 -2.702117 -3.253971 -0.26 0.28 -0.01
C 4.590335 -2.340917 -2.216071 0.31 0.11 -0.09
C 1.130535 2.271483 0.990029 0.33 -2.19 1.81
C -1.251565 -2.346617 -0.269771 -0.09 -0.36 0.37
C 1.152035 4.116383 -2.259771 -0.16 0.00 0.00
C 3.204835 -2.352617 4.418229 -0.11 0.11 0.06
C 1.358235 3.470783 0.246729 -0.51 0.70 -1.98
C 1.596635 1.290883 5.689629 0.24 -0.02 0.05
H -3.836665 3.563883 1.908129 0.07 0.07 0.06
H -0.949465 4.029783 -2.797771 -0.08 0.02 -0.03
H -4.145965 -4.318017 -2.352071 0.01 -0.12 0.04
H -7.477065 2.669683 -0.139671 -0.10 -0.03 0.03
H 1.053035 0.428983 6.067229 -0.09 -0.07 0.06
H -4.366565 -3.730217 0.007129 0.08 -0.13 -0.03
H 6.260635 -3.258617 -3.204671 0.13 -0.03 -0.03
H -3.374865 -1.624017 1.994629 -0.01 0.01 0.02
H -4.726165 -1.438517 0.872829 -0.02 0.06 0.02
H -5.111365 -2.088917 -1.748271 -0.05 0.09 0.04
H 3.479535 0.249383 5.542029 0.04 0.10 -0.05
H -6.295065 3.563283 1.834729 -0.07 0.03 0.09
H 3.841635 -1.873017 5.162729 0.10 -0.04 -0.11
H 1.277335 -1.966417 -5.274671 -0.06 0.04 -0.11
H -0.064565 5.371683 -3.525571 -0.06 0.06 -0.06
H 3.392235 1.722383 4.581529 0.08 -0.07 -0.02
H 1.891035 4.888983 -2.041171 0.04 -0.08 -0.10
H -0.505465 5.440083 -1.818571 -0.13 0.02 0.04
H 5.499535 -4.286917 -1.988571 0.03 -0.13 0.04
H 1.715335 4.823883 1.846529 -0.10 0.05 -0.02
H 3.675435 4.744483 -0.508671 0.01 0.00 -0.08
H 1.610435 -3.727517 -3.457771 0.03 0.06 0.13
H -0.010565 1.068583 -3.070971 0.05 -0.31 0.30
H -5.167365 -3.679017 -3.640571 -0.08 -0.07 -0.12
H 4.470235 -1.572717 -2.982071 -0.02 -0.02 0.12
H -4.322365 -1.376117 -3.170871 -0.05 0.01 0.05
H -2.987965 2.405183 -2.832271 0.16 -0.13 -0.01
H 1.505135 3.542083 -3.119271 0.13 0.03 0.04
H -6.193965 1.712683 -2.016571 -0.09 -0.03 -0.10
H 1.481435 -3.674417 4.427829 -0.08 -0.04 -0.01
H 3.933235 4.005483 1.061929 0.11 -0.05 0.05
H 1.477435 -2.465417 5.719329 -0.08 -0.01 0.06
H -0.598165 -2.586517 1.800929 0.14 0.38 -0.06
H 2.015335 2.625883 2.901329 0.12 0.13 0.09
H 2.560435 -3.860217 5.815129 -0.06 -0.10 0.08
H -1.767265 3.499883 -0.750271 0.01 -0.18 -0.08
H 4.722535 -4.045317 -3.554571 -0.06 -0.09 -0.08
H 1.906635 1.902183 6.531729 -0.09 0.10 0.13
H 0.917735 1.869583 5.066829 -0.08 0.08 -0.02
H -3.400865 -3.600417 -3.778171 0.04 -0.04 -0.09
H -1.682965 2.827783 0.888729 0.06 -0.22 -0.13
H 0.189335 -2.711317 -3.261471 0.24 0.08 0.12
H -3.965965 0.917683 -2.896271 0.19 -0.17 0.02
H -3.014265 -3.972617 1.119329 -0.11 -0.08 0.00
H 2.835535 -3.498917 1.518429 0.02 -0.27 0.14
H 1.615535 -0.728117 -4.055671 -0.02 0.11 -0.07
H 5.200535 -1.898717 -1.422071 -0.14 0.06 -0.10
H 2.855335 -1.895317 -4.513071 0.19 0.04 -0.06
H 1.433535 5.585483 0.279229 -0.06 -0.04 0.07
H 3.819235 -3.046917 3.839929 0.09 0.06 0.02
H 3.811735 5.769083 0.922229 0.07 0.01 0.03
H -4.819265 -2.636017 2.174529 -0.09 0.09 0.13
```
Positions in Å, forces in eV/Å.

Q: The highest strongest force on any atom belongs to which entry?
A: C32H90N2O24

Q: What is the strongest force on any atom in the first record?
A: 0.0804 hartree/bohr

Q: Which formula does entry 1 have?
A: C32H90N2O24

Q: What is the formula in the second record?
A: C6H8N2O2